Entry from OMol25: a cluster of 3 separate species, C4H14N4 in total (ωB97M-V/def2-TZVPD).

The strongest force on any atom is 0.06637 Eh/bohr. The value obtained for the HOMO energy is -15.1 eV. As for the charge: +2. The energy is -379.071543 Ha. For the energy above the lowest of the compared OMol25 structures with the same formula, charge and spin, the calculation gives 109.4 kcal per mole.

```
22
C4H14N4, DFT ωB97M-V/def2-TZVPD
N 3.4419 -0.7835 5.3937
H -3.6514 2.4180 -8.3618
H 3.2046 0.3637 7.0971
C 4.0210 0.0465 6.3758
H -5.1178 1.5460 -8.9786
C 1.8879 -0.5369 3.6805
H 4.4304 1.0103 6.0830
H 4.8038 -0.3878 6.9754
C -4.3756 1.6205 -8.1897
N 2.4035 -0.2466 4.8431
H -3.7086 0.6185 -8.0917
H -4.9201 1.8713 -7.2206
N -7.4361 -0.9535 -7.8804
H 1.9923 0.3220 5.5433
H 2.8879 -1.0278 1.8171
H 3.2483 -2.1656 2.9909
H 3.8241 -1.6417 5.0568
H -5.8387 -2.0983 -7.3642
H 1.1649 0.2519 3.4627
H 1.7264 -2.2497 2.2737
N -6.5552 -1.6113 -7.9033
C 2.4372 -1.5499 2.6973
```


Entry from OMol25: a cluster of 2 separate species, C4H14N4 in total (ωB97M-V/def2-TZVPD).

The strongest force on any atom is 0.09543 Eh/bohr. The value obtained for the HOMO energy (spin up / spin down) is -18.4 / -18.4 eV. As for the charge: +2. The energy is -378.959235 Ha. For the energy above the lowest of the compared OMol25 structures with the same formula, charge and spin, the calculation gives 179.9 kcal per mole.

```
22
C4H14N4, DFT ωB97M-V/def2-TZVPD
N -0.3606 -1.3001 -0.6714
H -0.2278 -1.4716 -1.6870
H -1.4422 1.3572 -1.1763
H -1.9071 -1.7026 1.4992
C -2.2259 -0.8752 1.0522
H -0.2101 0.8911 1.2513
H 2.3311 -1.9288 -1.6362
H 2.9808 -1.6934 0.0021
N -1.1616 0.8031 -0.3208
H 0.6057 -0.8439 0.9685
H 1.6213 2.2782 0.3424
N -0.0870 1.1512 0.3142
H -2.2713 -0.8952 -1.2880
H 0.2220 3.2444 0.6860
N 0.7146 -0.8328 -0.0386
H 0.6010 2.5910 -1.0028
C 2.4743 -1.2357 -0.8944
H -1.9935 -0.0140 1.7768
H -3.3883 -0.9909 0.9342
C -1.6161 -0.6285 -0.3420
C 0.6126 2.3851 0.0843
H 2.9859 -0.2873 -1.2451
```


Entry from OMol25: a structure of composition C4H14N4O (ωB97M-V/def2-TZVPD).

The strongest force on any atom is 0.01825 Eh/bohr. The value obtained for the HOMO energy is -8.9 eV. As for the charge: 0. The energy is -454.979125 Ha. For the energy above the lowest of the compared OMol25 structures with the same formula, charge and spin, the calculation gives 53.8 kcal per mole.

```
23
C4H14N4O, DFT ωB97M-V/def2-TZVPD
N -1.6939 -1.6371 0.2739
O -0.8887 -1.2254 -1.9199
H -1.1952 -2.4915 0.4850
H 1.0699 1.7129 2.3816
C 2.3515 -1.2318 -0.1104
H 1.6858 -2.0260 0.2656
H 2.0551 2.2222 0.9978
N 1.6518 0.0127 -0.4079
C -1.5341 -1.0571 -0.9110
H -1.1978 1.5283 -0.1037
H 1.0093 -0.1371 -1.1773
H -2.5420 -0.6879 0.4425
H 0.4605 -0.2356 1.2104
C -2.0184 1.4268 -0.8146
N 0.8886 0.5272 0.6821
H -2.8017 2.1507 -0.5913
C 1.6992 1.3599 1.5615
H 2.5710 0.8481 1.9928
H 3.1308 -1.0552 0.6334
H -3.3365 -0.0760 -1.3448
N -2.5608 0.0634 -0.7010
H 2.8297 -1.5924 -1.0220
H -1.6342 1.6009 -1.8226
```


Entry from OMol25: a cluster of 2 separate species, C4H14N4O in total (ωB97M-V/def2-TZVPD).

The strongest force on any atom is 0.05852 Eh/bohr. The value obtained for the HOMO energy is -7.6 eV. Its SMILES is C=C(N)N(N)N.CCO. As for the charge: 0. The energy is -454.972244 Ha. For the energy above the lowest of the compared OMol25 structures with the same formula, charge and spin, the calculation gives 58.1 kcal per mole.

```
23
C4H14N4O, DFT ωB97M-V/def2-TZVPD
H -3.0933 -1.1441 -0.9869
H -1.2734 0.5164 -0.7234
N 0.9786 1.9474 -0.8354
C -2.2616 -1.4009 -0.3326
N 1.3655 1.0463 0.1658
H -2.6271 -2.0393 0.4733
C 1.6272 -0.7963 -1.3529
C -1.6228 -0.1544 0.2498
H -1.5174 -1.9520 -0.9017
O -2.4810 0.6623 0.9882
N 1.6126 -1.1068 1.0311
H 1.8130 -0.5831 1.8719
H 0.0645 1.5260 1.6091
H 1.7159 2.0098 -1.5310
C 1.5838 -0.3127 -0.1045
H 1.8144 -1.8432 -1.5152
H 0.1205 1.5870 -1.3001
H 2.1252 -1.9691 0.9260
H 1.5726 -0.1724 -2.2250
H 1.4850 2.3356 1.6361
H -0.8419 -0.4535 0.9471
N 1.0731 1.4195 1.4887
H -3.2334 0.8775 0.4215
```


Entry from OMol25: a cluster of 2 separate species, C4H14NO in total (ωB97M-V/def2-TZVPD).

The strongest force on any atom is 0.06256 Eh/bohr. The value obtained for the HOMO energy is -16.3 eV. As for the charge: +1. The energy is -290.530170 Ha. For the energy above the lowest of the compared OMol25 structures with the same formula, charge and spin, the calculation gives 28.3 kcal per mole.

```
20
C4H14NO, DFT ωB97M-V/def2-TZVPD
H 2.3801 1.3696 -0.9981
C 0.1805 0.2160 1.7626
H 0.3405 -2.7861 0.4083
H -1.8791 1.9083 -0.8186
H -2.4473 0.1162 -1.2407
H 1.9710 1.4164 -2.4945
H 1.6864 -1.7424 0.8094
H -0.3758 -0.3852 -1.4430
H -1.2702 -1.1915 0.9447
H -0.3918 0.0639 2.6760
H 1.2523 0.0983 1.9102
C 0.7479 -1.7702 0.2705
H 0.2052 0.8724 -0.5424
H -2.1915 0.9081 0.3667
N -0.5044 0.1387 -0.5869
C -0.3240 -0.7553 0.6409
C -1.8585 0.8403 -0.6915
H -0.0504 1.2463 1.4606
O 1.6375 1.2822 -1.6183
H 0.8915 -1.8457 -0.8158
```


Entry from OMol25: a cluster of 3 separate species, C4H14NO2 in total (ωB97M-V/def2-TZVPD).

The strongest force on any atom is 0.04737 Eh/bohr. The value obtained for the HOMO energy (spin up / spin down) is -2.6 / -7.5 eV. As for the charge: 0. The energy is -365.840036 Ha. The multiplicity is 2. For the energy above the lowest of the compared OMol25 structures with the same formula, charge and spin, the calculation gives 70.9 kcal per mole.

```
21
C4H14NO2, DFT ωB97M-V/def2-TZVPD
O 0.1860 0.4844 -3.3786
H -2.1755 2.3824 0.2697
H 1.0490 -1.7348 2.4513
C 2.1808 0.6184 0.5948
H 1.0251 0.0287 -3.4927
H 2.6737 -0.1661 0.0341
C 0.9480 -1.2926 1.4571
C 1.1916 0.2127 1.5028
H 1.6418 -1.7383 0.7446
H 0.2971 1.4326 -3.3327
H -0.1742 -0.7338 -0.9866
H -0.7446 -2.4193 0.4583
H -1.1591 -0.9608 1.6184
H -1.8068 -0.4366 -0.4621
H 0.4825 0.7667 2.0785
H -0.7177 0.5657 -0.0777
O -2.5821 1.5981 -0.1240
C -0.4807 -1.4213 0.8601
H 2.5080 1.6118 0.3225
H -3.5286 1.6405 -0.2986
N -0.8143 -0.4385 -0.2392
```


Entry from OMol25: a cluster of 3 separate species, C4H14NO2 in total (ωB97M-V/def2-TZVPD).

The strongest force on any atom is 0.06127 Eh/bohr. The value obtained for the HOMO energy (spin up / spin down) is -2.7 / -7.5 eV. As for the charge: 0. The energy is -365.857068 Ha. The multiplicity is 2. For the energy above the lowest of the compared OMol25 structures with the same formula, charge and spin, the calculation gives 60.2 kcal per mole.

```
21
C4H14NO2, DFT ωB97M-V/def2-TZVPD
O -2.7776 -0.6342 -1.8060
H 1.0541 0.0132 3.0751
H -0.2455 -0.4569 -2.8238
H 2.4706 0.9544 2.8926
H 2.7532 0.5104 0.5644
H 0.2037 -1.0253 0.7102
O -1.8640 1.6604 0.9764
H -2.7144 1.6110 0.5122
H 1.0432 1.5334 2.2065
H -2.9412 -1.0007 -2.6820
H -3.5088 -0.0486 -1.6191
C 1.0056 -0.6059 0.1017
H -0.1801 -1.9910 -2.0564
N -0.2142 -0.9566 -1.9595
C 1.5915 0.6035 2.3510
H 1.7695 -0.1116 -1.9433
C 2.0280 -0.0960 1.0946
C 1.0290 -0.5089 -1.2586
H -2.0599 2.2127 1.7158
H 2.6163 -0.9638 1.3645
H -1.0588 -0.6995 -1.4163
```


Entry from OMol25: a cluster of 3 separate species, C4H14NO2 in total (ωB97M-V/def2-TZVPD).

The strongest force on any atom is 0.07450 Eh/bohr. The value obtained for the HOMO energy is -15.3 eV. As for the charge: +1. The energy is -365.775875 Ha. For the energy above the lowest of the compared OMol25 structures with the same formula, charge and spin, the calculation gives 34.4 kcal per mole.

```
21
C4H14NO2, DFT ωB97M-V/def2-TZVPD
O 0.5912 1.8479 2.5260
H -0.3274 1.9906 -0.4937
H -2.1455 -2.2740 1.6658
H -0.1242 2.3867 2.8756
C 0.0866 0.4152 -1.9843
N 0.0644 0.0590 0.4181
H -1.5344 0.8800 -0.6009
H 0.4868 1.1506 -2.6307
H 0.8989 1.3369 3.2216
H 0.0653 0.6736 1.2521
C -0.5301 0.9871 -0.7308
H 1.3802 -1.4473 0.5578
H 2.3649 0.0418 0.1335
H -0.6091 -0.6966 0.6524
H 0.6121 -1.7679 -1.4443
H -0.6497 0.0380 -2.6936
H 1.8106 -0.8414 -2.2447
H -2.9142 -1.6234 0.3796
O -1.9447 -1.8345 0.7811
C 1.4347 -0.5419 -0.1129
C 0.9837 -0.7805 -1.5277
```


Entry from OMol25: a cluster of 3 separate species, C4H14NO2 in total (ωB97M-V/def2-TZVPD).

The strongest force on any atom is 0.05509 Eh/bohr. The value obtained for the HOMO energy is -14.2 eV. As for the charge: +1. The energy is -365.759693 Ha. For the energy above the lowest of the compared OMol25 structures with the same formula, charge and spin, the calculation gives 44.6 kcal per mole.

```
21
C4H14NO2, DFT ωB97M-V/def2-TZVPD
C 1.9592 1.9867 0.4836
C 0.3292 0.4373 -2.2919
H 2.3959 1.8250 1.4774
H -1.0196 -0.6335 -0.4487
C 0.7688 0.3926 -1.0382
N -0.4083 0.1361 -0.0684
H 2.8187 2.5524 0.1130
O -1.6920 -2.2567 -0.6207
H -2.6177 -2.3169 -0.8982
H 2.3714 -0.1811 0.1602
H 2.7725 0.7271 -1.2532
H 0.9815 2.4378 0.4585
H -1.9592 -0.3893 3.8906
C 2.0684 0.7357 -0.4058
H -1.3084 -3.0650 -0.9674
H -2.7041 -1.3089 2.9435
H -0.9195 1.0051 0.0882
H -0.1591 -0.4194 0.7558
H -0.6780 0.5477 -2.6657
O -1.9246 -0.7504 2.9899
H 1.1550 0.7154 -2.9310
```


Entry from OMol25: a cluster of 2 separate species, C4H14NO2 in total (ωB97M-V/def2-TZVPD).

The strongest force on any atom is 0.04802 Eh/bohr. The value obtained for the HOMO energy is -15.1 eV. As for the charge: +1. The energy is -365.778918 Ha. For the energy above the lowest of the compared OMol25 structures with the same formula, charge and spin, the calculation gives 32.5 kcal per mole.

```
21
C4H14NO2, DFT ωB97M-V/def2-TZVPD
H -1.0901 1.8542 1.4529
H -0.9710 -1.1450 0.9178
H 0.7277 1.2204 0.4688
H 0.9761 -1.1334 -2.7854
H 1.6182 -1.4758 0.9847
C -1.6373 0.1299 -0.7245
H -0.5765 0.6287 2.5958
H 2.4918 -1.2571 -2.9863
H -2.3877 -0.6578 -0.9040
H 1.1509 -0.5423 2.2290
O -0.6945 -0.0591 -1.7833
C -1.2484 0.8177 1.7437
C -0.8072 -0.1024 0.6197
C 1.5966 -0.4301 1.2267
H -2.2998 0.7198 1.9800
H -0.6469 0.7118 -2.3420
H 2.5560 0.0990 1.2740
H 0.8549 -0.0007 -0.7157
O 1.8190 -0.7012 -2.5994
N 0.6516 0.2246 0.2674
H -2.0833 1.0987 -0.9199
```


Entry from OMol25: a cluster of 3 separate species, C4H14NO2 in total (ωB97M-V/def2-TZVPD).

The strongest force on any atom is 0.03565 Eh/bohr. The value obtained for the HOMO energy is -13.3 eV. As for the charge: +1. The energy is -365.751506 Ha. For the energy above the lowest of the compared OMol25 structures with the same formula, charge and spin, the calculation gives 49.7 kcal per mole.

```
21
C4H14NO2, DFT ωB97M-V/def2-TZVPD
H 0.4886 2.7577 1.9649
H 0.8098 1.9778 4.7146
C -0.7556 -2.4729 -3.0405
C 0.7868 -1.1772 -0.6730
H -2.2603 -1.4077 -1.9354
O 0.2233 2.7301 1.0207
H -0.9400 -2.2615 -4.0838
H 1.4869 0.7011 -0.1194
H 0.9845 3.3401 4.1640
H 0.3101 1.0197 -1.1590
C -0.5555 -1.9185 -0.6265
H -0.3839 3.4946 1.0976
N 0.5932 0.3259 -0.4559
O 0.4577 2.5472 4.0260
H 1.2690 -1.5417 0.2233
H -0.5568 -2.8957 -0.1376
H -0.0148 0.6764 0.3062
C -1.3038 -1.9099 -1.9699
H 0.1459 -3.0609 -2.8656
H -1.0006 -1.2046 0.0789
H 1.3241 -1.3063 -1.6063
```